Record 1
C6F11N3O5PdS4Te | the ωB97M-V functional and the def2-TZVPD basis

Structure (ORCA input):
```
! RIJCOSX wB97M-V def2-TZVPD def2/J DEFGRID3
* xyz -2 3
Pd 0.1766 -0.2199 1.0003
S 2.4229 0.3817 0.8565
C 2.7077 -0.4428 2.3449
S 1.3116 -1.3303 2.7643
C 3.8968 -0.3779 3.0501
C 4.0617 -1.0864 4.2689
N 4.2032 -1.6592 5.2599
C 4.9972 0.3810 2.5727
N 5.9004 0.9911 2.1952
F -0.1185 3.0938 -3.4199
C -0.5671 1.8955 -3.0518
F 0.3970 1.0012 -3.1798
F -1.6159 1.5614 -3.7776
S -2.3474 -0.0307 -0.1663
O -1.0853 1.0586 -0.3308
O -3.3013 1.1911 -0.1890
N -1.7638 -0.8396 -1.4447
S -1.2824 -2.3060 -1.2824
O -0.5989 -2.5579 -0.0280
O -2.1359 -3.3503 -1.7743
C 0.0790 -2.2706 -2.5289
F -0.3627 -1.8948 -3.7341
F 1.0754 -1.4609 -2.1677
F 0.5927 -3.5080 -2.6555
F -2.1400 3.3626 -1.2048
Te -2.0996 2.6976 0.6508
F -0.1122 1.5376 2.0443
F -3.7131 -0.9862 -0.2043
F -2.8963 1.9210 2.2335
F -3.7252 3.7479 0.7130
O -1.9569 -0.5005 1.1860
*
```

Calculated values
orbital gap (spin up / spin down) = 6.9 / 7.3 eV
HOMO level (spin up / spin down) = -3.850 / -3.867 eV
LUMO level (spin up / spin down) = 3.06 / 3.45 eV

Record 2
C6F18KN3O12S6 | the ωB97M-V functional and the def2-TZVPD basis

Structure (ORCA input):
```
! RIJCOSX wB97M-V def2-TZVPD def2/J DEFGRID3
* xyz -2 1
K -0.5583 -0.0346 0.3387
C -0.2081 -2.6689 -1.3635
F 0.3279 -3.8502 -1.4467
F -1.2489 -2.5252 -2.2071
F -0.6833 -2.5337 -0.1817
S 1.2035 -1.3184 -1.7233
O 1.5978 -1.3956 -3.1758
O 0.6515 -0.0574 -1.2582
N 2.3601 -1.9449 -0.6235
S 3.6272 -1.0455 -1.0231
O 4.4725 -1.7589 -1.9692
O 3.5400 0.3731 -1.3315
C 4.5986 -1.0712 0.6944
F 5.8693 -0.6271 0.5613
F 3.9131 -0.2750 1.5031
F 4.6238 -2.2813 1.2045
C -2.9290 -2.1539 0.8225
F -2.1956 -1.5788 1.7425
F -2.1719 -3.0517 0.1930
F -4.0054 -2.7499 1.2701
S -3.5533 -0.7887 -0.3654
O -4.5235 -1.5976 -1.0784
O -4.1432 0.2251 0.4570
N -2.0249 -0.2838 -1.0834
S -2.5710 0.1810 -2.4171
O -3.0134 -0.8837 -3.3032
O -3.5559 1.2694 -2.2959
C -0.9587 0.9945 -3.0446
F -1.0934 1.7069 -4.2045
F -0.5045 1.8744 -2.1732
F -0.0618 0.0511 -3.3406
C 2.5917 1.4631 1.5295
F 2.3417 2.6813 1.1007
F 2.4808 0.5902 0.5128
F 3.8421 1.4015 2.1155
S 1.2611 0.9972 2.8967
O 1.4313 -0.4322 3.2631
O 1.5090 1.9288 4.0079
N -0.2286 1.1950 2.0296
S -0.7356 2.5223 2.5094
O -1.2970 2.4882 3.9047
O 0.1757 3.6119 2.1104
C -2.3096 2.7874 1.3903
F -3.2233 1.8593 1.7710
F -2.7006 4.0239 1.5900
F -1.9198 2.6825 0.0917
*
```

Calculated values
orbital gap = 9.1 eV
ΔE to the lowest compared entry with this formula, charge and spin = 15.282 eV
HOMO level = -4.861 eV
LUMO level = 4.21 eV